No. 1
87
Properties=species:S:1:pos:R:3 method="wB97M-V/def2-TZVPD" homo_ev=-6.5 gap_ev=8.24 total_charge=-1 spin_multiplicity=1
C -0.07213 -4.28274 1.68661
S 0.49774 -3.31072 3.08038
O -0.31509 -2.10398 3.10384
O 1.93530 -3.18996 2.98853
S -0.00350 -4.57478 4.83590
O -0.10152 -5.87838 4.22821
O -1.20027 -3.96492 5.34393
N 1.23807 -4.54652 5.77447
S 1.94151 -3.23669 6.34227
O 1.16965 -2.03274 6.17088
O 3.33461 -3.20396 5.97663
H -0.87069 -3.70349 1.23221
H 0.77684 -4.35711 1.01128
H -0.42417 -5.26262 1.99107
H 1.93282 -3.54699 7.65609
C 1.50137 0.29951 0.59170
C 0.21747 -0.14560 -0.07958
O -0.15581 -1.45894 0.31556
H 2.31668 -0.38352 0.35452
H 1.79027 1.30246 0.27285
H 1.37488 0.30214 1.67716
H 0.33428 -0.17533 -1.16493
H -0.58639 0.56909 0.12963
H -0.24453 -1.47803 1.28615
C -2.49066 -2.17172 -2.46373
C -2.58079 -3.21882 -1.37003
O -1.49951 -4.14908 -1.42565
H -2.47884 -2.63862 -3.45077
H -3.33828 -1.48514 -2.40425
H -1.57679 -1.58362 -2.34792
H -3.48986 -3.81231 -1.48197
H -2.61520 -2.72562 -0.39841
H -0.69178 -3.63983 -1.28674
C 7.20766 -4.30273 4.61914
C 6.29909 -5.51988 4.55088
O 5.16493 -5.39652 5.37746
H 7.52683 -4.12740 5.64751
H 8.09285 -4.43748 3.99265
H 6.67726 -3.41264 4.27458
H 6.83215 -6.40753 4.89988
H 6.00741 -5.70393 3.50822
H 4.66185 -4.60972 5.11544
C -4.26961 1.14797 -0.09447
C -4.41877 0.06250 0.95642
O -3.38626 -0.90836 0.88407
H -4.24469 0.70144 -1.09106
H -5.10018 1.85553 -0.05632
H -3.33650 1.69821 0.03924
H -5.34449 -0.49806 0.81653
H -4.45460 0.51105 1.95654
H -2.53306 -0.47368 0.98834
C -0.17730 4.42030 -2.15408
C -1.43132 3.58713 -1.98285
O -1.45104 2.87636 -0.74939
H 0.70924 3.78825 -2.08292
H -0.17872 4.91638 -3.12566
H -0.11040 5.18434 -1.37452
H -1.48888 2.82077 -2.75600
H -2.32404 4.21619 -2.07366
H -1.40454 3.51586 -0.03107
C 6.15339 3.38567 1.17034
C 4.88299 2.90807 0.49111
O 4.51945 1.59303 0.87251
H 6.97799 2.70637 0.95303
H 6.42379 4.38691 0.82912
H 6.02161 3.42350 2.25409
H 5.02175 2.86737 -0.59005
H 4.06289 3.60891 0.69046
H 4.35740 1.57488 1.82143
C 1.54077 6.29704 -6.54585
C 0.59616 5.11115 -6.55677
O -0.47466 5.25979 -5.63216
H 1.94752 6.45026 -5.54607
H 2.36855 6.13792 -7.23878
H 1.02178 7.21034 -6.84713
H 1.11639 4.20435 -6.24879
H 0.20730 4.94144 -7.56677
H -0.98103 6.04206 -5.87189
C -7.59780 0.33841 -2.93356
C -7.33855 1.73431 -3.46740
O -6.13851 2.29368 -2.95332
H -7.63827 0.34956 -1.84416
H -8.54134 -0.05528 -3.31570
H -6.80162 -0.34640 -3.23504
H -8.13086 2.41640 -3.15736
H -7.32136 1.72561 -4.56360
H -5.40629 1.71892 -3.19847

***

No. 2
87
Properties=species:S:1:pos:R:3 method="wB97M-V/def2-TZVPD" homo_ev="-8.7 / -8.6" s_squared=0.76 gap_ev="8.25 / 4.80" de_lowest_kcal_mol=0.00 spin_multiplicity=2
Ag 2.65298 14.56547 24.37945
C -0.64650 14.74194 23.64090
O -0.21880 15.74926 22.78723
O 0.37474 14.17997 24.26351
C -1.76007 15.23257 24.58333
F -1.32744 16.18506 25.40797
F -2.76741 15.72264 23.87026
F -2.19893 14.21493 25.32717
C -0.88246 15.88402 21.53174
C -0.33490 17.12097 20.85555
H -0.64494 17.11605 19.80788
H -0.73564 18.02361 21.31118
H 0.75355 17.11135 20.87778
H -1.96563 15.97573 21.63402
H -0.71818 14.98713 20.92061
H -1.09201 13.88923 23.06854
C 5.00638 13.44020 20.70425
C 3.83962 14.13449 21.39542
C 2.69975 14.46820 20.43560
O 3.40402 13.46630 22.54235
H 5.85261 13.34514 21.38645
H 5.30281 14.01140 19.82520
H 4.67399 12.42856 20.44331
H 4.21594 15.12434 21.74113
H 3.06919 15.08518 19.61366
H 1.92575 14.99722 20.99717
H 2.26080 13.55565 20.01332
C 5.92497 14.81241 24.45091
O 4.73124 15.52991 24.80806
H 6.67217 14.86688 25.24650
H 5.66059 13.77581 24.27044
H 6.40631 15.21649 23.55476
H 4.99429 16.39400 25.13562
C 0.73211 12.50421 17.68583
O 0.09591 12.10031 16.48638
H 0.47594 13.54497 17.88242
H 0.42101 11.89536 18.53685
H 1.82389 12.48729 17.58485
H 0.13913 11.14364 16.41871
C 3.05057 18.08439 18.24665
O 3.65980 18.78770 19.30679
H 3.77020 17.79765 17.48293
H 2.52456 17.17346 18.55046
H 2.32302 18.72151 17.72485
H 2.98726 18.93413 19.97660
C 5.03334 15.03720 17.02225
O 4.15883 15.21885 15.90586
H 5.86401 14.35569 16.83612
H 5.43694 16.00665 17.31417
H 4.43677 14.72300 17.88565
H 3.97281 14.35811 15.52285
C 8.48734 12.45782 23.60041
O 7.78637 11.52779 24.41839
H 9.03128 11.92355 22.81403
H 7.81372 13.16159 23.09514
H 9.16473 13.03084 24.23124
H 6.90854 11.41703 24.00764
C 7.23867 16.24562 20.07825
O 8.15417 17.23562 20.52932
H 6.74086 16.60761 19.17933
H 7.74765 15.30570 19.82316
H 6.56451 15.96219 20.88585
H 8.39719 17.78875 19.78511
C 0.35671 11.62733 21.46192
O 1.67094 11.28862 21.80423
H -0.07390 10.83586 20.84788
H -0.27571 11.69902 22.36272
H 0.29256 12.57240 20.90814
H 2.13511 12.09849 22.08996
C 8.47168 12.33899 19.21368
O 8.75611 13.26068 18.16761
H 9.39696 11.86010 19.56059
H 8.02203 12.84298 20.06288
H 7.83152 11.51336 18.88743
H 9.14214 12.75540 17.44747
C 5.18090 9.42170 19.25301
O 6.05053 8.29198 19.23611
H 5.79257 10.31814 19.28905
H 4.58529 9.48595 18.33273
H 4.47519 9.35218 20.08191
H 5.61631 7.54742 18.81496
C 4.51755 10.30853 23.16593
O 5.28289 11.49208 23.26133
H 4.49147 9.92473 22.14508
H 4.91869 9.55252 23.83976
H 3.48331 10.48196 23.47914
H 4.76398 12.23576 22.88712

***

No. 3
81
Properties=species:S:1:pos:R:3 method="wB97M-V/def2-TZVPD" homo_ev=-9.0 gap_ev=9.26 de_lowest_kcal_mol=24.56 spin_multiplicity=1
C -4.04737 23.83156 24.82864
O -4.15303 23.05871 23.65287
C -4.93139 21.87450 23.88513
C -4.87023 20.88622 22.71503
C -5.47536 21.42808 21.43917
N -5.59108 19.66509 23.11161
H -3.70087 24.81342 24.49864
H -3.20265 23.45980 25.41892
H -4.92401 23.96109 25.46489
H -4.68532 21.42715 24.85439
H -5.95698 22.26633 23.98575
H -3.81634 20.60655 22.61173
H -6.48880 21.79576 21.62253
H -5.46475 20.67402 20.65715
H -4.92237 22.31672 21.12604
H -6.55150 19.97576 23.27393
H -5.26951 19.38190 24.03493
C 0.58038 25.18254 24.63750
O 0.19100 25.46214 23.30370
C -1.18544 25.73100 23.14075
C -1.42605 25.99822 21.67098
C -2.75850 26.68328 21.33601
N -1.41807 24.73506 20.87473
H 1.55420 25.67955 24.71680
H 0.66670 24.10892 24.82221
H -0.02850 25.65467 25.41475
H -1.74072 24.87395 23.54653
H -1.53820 26.62950 23.67644
H -0.54035 26.51658 21.29472
H -3.51990 26.21545 21.96903
H -3.04628 26.60996 20.29259
H -2.79274 27.73971 21.61405
H -2.12112 24.16058 21.35147
H -0.57860 24.18940 21.06275
C 2.52402 25.68404 31.40214
O 2.14396 26.85930 32.08756
C 1.12512 26.68752 33.06589
C -0.23808 26.12904 32.65557
C -0.66764 26.77798 31.30665
N -1.20790 26.55822 33.67886
H 3.23930 25.98547 30.63990
H 1.67044 25.17455 30.94957
H 3.04798 24.96533 32.04476
H 1.57947 26.08391 33.86060
H 1.00863 27.68659 33.48869
H -0.12566 25.04794 32.57908
H -0.47443 27.84479 31.40589
H -1.69760 26.59170 31.01729
H -0.04966 26.36055 30.50202
H -1.32753 27.56417 33.67104
H -2.13051 26.18036 33.44165
C -3.47466 24.45283 32.14544
O -3.87467 25.54435 32.97037
H -4.28998 24.26357 31.44561
H -2.54256 24.62715 31.61880
H -3.27447 23.56212 32.74810
H -4.49923 25.23588 33.63055
C -6.42795 25.58504 28.30565
O -5.21620 26.31342 28.15317
H -7.27848 26.26396 28.35681
H -6.49302 24.96717 27.40610
H -6.38528 24.83835 29.10386
H -4.93766 26.75025 28.96320
C -4.33321 20.47843 29.53355
O -4.55573 21.18049 28.32745
H -3.63018 20.99963 30.18493
H -5.27125 20.40600 30.09569
H -4.04173 19.44969 29.32314
H -4.08678 22.02534 28.32235
C 0.98727 22.05444 29.11917
O 1.63825 23.16958 28.49211
H 0.08755 22.25765 29.69608
H 0.70159 21.24357 28.44470
H 1.76751 21.72068 29.80945
H 2.43245 22.81461 28.08648
C -2.08331 24.02790 28.04106
O -3.50128 23.88325 28.16138
H -1.60969 23.18139 27.55054
H -1.92822 24.90748 27.41227
H -1.64311 24.23629 29.01604
H -3.98819 24.68182 27.93045